Record 1
# C44H52AsIrN2PSTe

A molecular structure, C44H52AsIrN2PSTe at a distorted geometry (ωB97M-V/def2-TZVPD, the Open Molecules 2025 dataset).

ORCA input file:
```
! wB97M-V def2-TZVPD RIJCOSX def2/J DEFGRID3
* xyz 3 5
C 3.788 -2.175 -1.108
H -0.452 2.991 -0.368
H -1.803 0.742 2.217
H 1.755 -4.707 0.803
H -2.812 0.811 -1.407
C 1.223 1.058 5.302
C -6.149 2.118 -0.499
Te -1.656 -0.724 -3.393
C 4.636 0.778 1.625
H 4.531 -2.829 -1.599
C 1.327 -3.048 -3.810
C 2.404 -2.447 -3.126
H -6.394 -0.601 1.883
C 0.582 1.772 -1.731
C 3.271 1.204 -0.349
P 0.695 0.192 -0.745
H -0.179 -0.872 1.227
Ir 0.424 -1.670 -2.040
As 0.557 1.662 2.593
H -8.028 1.233 2.128
H 1.645 0.736 -3.372
H -4.005 -1.847 -3.393
C 1.387 5.498 3.771
C 0.639 4.017 -3.393
C 0.653 0.512 4.129
C 2.301 0.333 0.133
C 0.415 -3.999 -1.709
C 3.708 -0.153 2.102
C 4.410 1.484 0.403
C 1.182 2.796 -3.842
C 1.145 -3.003 -5.297
H -0.257 5.066 -1.791
H -1.578 5.244 5.348
H 1.541 2.697 -4.859
H -0.158 -5.258 -4.688
H 2.446 -3.115 0.872
C 0.362 5.820 4.624
C 0.122 4.139 -2.136
C -1.044 1.078 1.501
H -0.732 -5.807 -1.612
S -4.154 -1.034 0.623
H 1.781 -2.279 -5.761
H -1.433 2.922 4.327
C -0.594 -4.855 -1.063
C 1.588 -3.637 0.506
H -0.276 -5.109 -0.056
H -7.950 3.024 0.429
H 3.054 1.671 -1.288
H 2.246 4.074 2.449
H 0.591 4.866 -4.089
H 1.471 0.635 7.425
H 3.736 -0.653 3.070
C -0.577 -0.050 0.606
N -5.219 1.216 -0.429
C -0.627 -4.511 -4.049
C -3.101 -2.102 -2.804
C 3.410 -1.690 -3.967
C 1.404 4.255 3.124
H -3.442 1.162 -2.953
H -0.470 -2.492 5.281
H 0.339 6.760 5.121
H -6.127 2.875 -1.286
H 1.291 -4.014 -5.738
H -1.804 1.852 -2.489
H 4.055 -2.373 -4.466
H -1.438 -0.471 0.076
H -3.297 -1.954 -1.726
H -2.776 -3.106 -3.126
C 1.478 -3.358 -1.028
C 0.393 -3.842 -3.109
H -1.551 -4.397 -1.074
H 5.138 2.218 0.027
H 3.951 -1.132 -1.390
C 0.011 2.949 -1.316
C -0.033 -1.497 5.274
H 3.858 -2.398 -0.044
C 0.482 -0.945 6.455
H 0.710 -3.298 1.021
H 5.548 1.005 2.173
H 2.809 -1.233 -4.770
H -1.101 -3.807 -4.726
H -1.366 1.967 0.959
C 1.190 1.677 -3.012
C 0.365 3.386 3.296
C -0.700 4.932 4.772
C -5.267 0.211 0.505
C -7.235 2.203 0.429
C -0.707 3.708 4.129
H 0.490 -1.566 7.316
H -1.428 -4.981 -3.521
H 2.267 6.142 3.716
C 2.528 -0.341 1.372
H 3.976 -0.933 -3.448
C -2.530 1.022 -2.452
H -0.274 -1.173 3.174
H 0.141 -2.628 -5.572
H 1.612 2.052 5.386
C 0.042 -0.757 4.116
N -6.339 0.219 1.340
H 1.770 -0.938 1.845
C -7.323 1.159 1.298
C 2.471 -2.658 -1.730
C 1.041 0.322 6.450
*
```

**Max |F|**: 0.06634 Eh/bohr
**LUMO energy (alpha / beta)**: -8.7 / -11.8 eV
**Energy above the lowest of the compared OMol25 structures with the same formula, charge and spin**: 84.0 kcal per mole
**⟨S²⟩**: 6.037

=====

Record 2
# C44H52BN11P2Se2Sn

A molecular structure, C44H52BN11P2Se2Sn (ωB97M-V/def2-TZVPD, the Open Molecules 2025 dataset).

ORCA input file:
```
! wB97M-V def2-TZVPD RIJCOSX def2/J DEFGRID3
* xyz 0 1
H -0.194 -1.008 4.664
H 3.555 1.179 3.303
C 1.459 -3.965 -3.953
B -2.968 3.310 2.358
H -0.187 -3.069 1.549
N 0.859 -0.006 -0.169
H -4.849 2.717 4.742
H 0.234 -4.962 -5.395
C -5.300 3.749 0.333
C -2.877 0.115 4.242
H -3.628 -2.925 -4.794
C -0.012 5.290 3.137
H -0.775 -6.947 -1.447
C -0.312 -3.929 0.902
H 0.283 -0.550 3.004
H -5.246 4.730 0.804
H 3.806 2.673 -0.617
N 2.077 3.704 -0.061
C -0.461 -1.075 -3.584
H 3.953 4.464 1.841
H -4.046 2.838 -2.204
H -0.111 -5.366 2.474
C 2.109 -2.210 -6.007
N -2.693 1.966 3.062
H 3.959 -7.494 0.660
H -0.818 7.064 4.214
H 3.928 4.432 -0.745
C -3.552 5.945 3.886
H -2.869 -3.166 -2.448
H -5.535 1.828 3.381
C -4.890 1.742 4.256
C -2.187 5.499 3.478
H 3.488 -5.418 1.913
C -0.717 -4.811 -1.299
N -1.533 1.286 2.907
Se -2.249 -1.039 0.178
C -3.488 2.858 -1.283
C 0.912 -4.137 -5.216
C -1.197 1.956 -2.108
H -1.618 1.069 -2.582
H 4.577 1.552 1.312
P 3.176 -2.641 -2.119
C 3.560 3.610 -0.121
H 1.720 3.399 -0.961
C -3.942 3.253 -0.038
C -0.648 -6.099 -0.785
H 5.365 3.998 0.911
C -1.632 0.163 3.606
H -0.257 1.677 -1.631
H -5.792 3.068 1.029
H -1.011 2.699 -2.886
H -4.051 3.686 2.662
H -3.251 -0.665 4.885
H 2.372 -1.529 -6.806
C 0.857 -1.203 -0.780
H -5.913 3.825 -0.562
H 3.366 -1.237 -4.553
H 1.816 4.681 0.028
C 4.360 3.681 1.196
H -0.937 -1.810 3.280
H 1.210 -4.649 -3.155
C -2.733 -2.417 -4.459
H 5.506 2.443 2.521
C -0.907 -0.913 -4.887
N 3.471 2.137 2.980
C 3.749 -6.562 -1.260
C 3.465 -5.414 0.830
C 3.174 -4.225 -1.237
C -0.547 -3.722 -0.456
C -0.267 -5.212 1.414
C 2.344 -2.918 -3.718
H -0.373 -0.251 -5.557
C 3.180 -4.239 0.152
Sn 0.233 2.138 1.388
C 1.468 5.484 3.124
H -0.922 -4.657 -2.351
H -5.334 1.030 4.947
C -0.974 6.127 3.706
N 2.889 -0.330 -0.844
C 3.486 -5.387 -1.941
C 1.236 -3.264 -6.243
H 3.549 -5.360 -3.022
H 0.800 -3.399 -7.224
Se 5.175 -2.051 -2.349
N 2.082 0.490 -0.223
H 1.963 4.650 3.623
N -2.920 3.122 0.831
C -2.035 -1.588 -5.327
H -3.482 6.897 4.408
C -3.525 1.277 3.868
H -4.016 5.217 4.552
H -4.199 6.067 3.018
C -0.435 -6.301 0.568
N -1.825 2.655 0.183
H 3.989 -7.461 -1.814
C 2.663 -2.039 -4.749
C -2.153 2.485 -1.093
C 3.739 -6.577 0.128
H 1.726 6.406 3.640
C -1.149 -1.914 -2.717
C -0.546 -0.859 3.642
H 1.844 5.540 2.104
H -0.406 -7.308 0.965
C -2.302 -2.569 -3.152
H 3.603 2.724 3.798
N -1.932 4.358 2.811
C 2.186 -1.421 -1.220
H 2.984 -3.322 0.694
N -0.601 4.225 2.595
C 4.542 2.392 2.004
H 0.414 -0.536 -3.242
H -2.382 -1.456 -6.344
P -0.750 -1.985 -0.949
*
```

**Max |F|**: 0.01291 Eh/bohr
**LUMO energy**: 0.5 eV
**Energy above the lowest of the compared OMol25 structures with the same formula, charge and spin**: 11.8 kcal per mole

=====

Record 3
# C44H52CrF3N2O8SSe

A molecular structure, C44H52CrF3N2O8SSe (ωB97M-V/def2-TZVPD, the Open Molecules 2025 dataset).

ORCA input file:
```
! wB97M-V def2-TZVPD RIJCOSX def2/J DEFGRID3
* xyz -2 2
H -4.514 0.572 -5.066
H 2.133 2.943 5.007
C -2.884 2.366 -0.024
C 6.997 0.054 -0.773
H 6.818 0.799 1.226
C 0.154 -5.695 -0.173
H 4.521 1.431 -4.479
O 1.103 -0.167 0.774
H -2.721 2.388 2.143
C 0.859 -1.411 0.506
N 2.646 2.419 2.555
C -3.543 0.748 -1.849
C 0.113 -6.076 -1.652
C -0.437 5.102 5.502
H -2.005 -5.526 0.000
H 3.039 0.451 -4.669
C 1.059 4.477 -2.946
C -4.520 -0.918 -3.484
O -0.180 1.666 -0.892
O 2.961 0.854 -1.125
H 1.700 -3.815 3.704
H -6.062 -0.275 -4.880
H 4.868 1.724 2.207
C 4.227 0.637 -0.993
C 0.660 4.304 5.800
C -2.538 1.379 -1.139
C 0.518 -3.300 -1.018
H 3.204 1.521 -3.269
H 0.431 -3.627 -2.046
H -0.696 -5.565 -2.175
C 4.967 0.098 -2.093
C -1.181 0.995 -1.390
C -0.920 5.159 4.201
H -1.788 -1.589 -3.521
H -4.563 1.071 -1.681
H 1.048 -5.824 -2.154
F -0.147 3.916 -2.852
H -1.200 -5.871 1.527
C 0.789 3.621 3.497
C 1.273 -6.504 0.497
H -1.440 -1.763 3.223
C 0.402 -4.203 0.025
O 2.977 5.568 -1.588
H 8.052 -0.176 -0.697
H 1.109 -7.577 0.360
C -3.333 -0.300 -2.752
H -1.773 5.782 3.964
H -4.974 -2.473 -4.911
C 0.730 -1.944 -0.802
C -5.531 -1.472 -2.470
C 0.485 -3.670 1.310
C 1.276 3.568 4.799
C 6.311 0.591 0.290
H -0.047 -7.153 -1.751
C 4.943 0.882 0.196
Cr 1.539 1.543 -0.048
H -1.119 3.649 -0.162
C 1.428 2.844 2.394
H 2.801 -2.479 3.366
C -4.097 -2.064 -4.402
H 6.808 -0.606 -2.832
H -5.578 0.972 -3.722
H 0.939 -0.354 4.500
C -4.391 2.625 0.057
C -2.198 3.723 -0.211
O 4.330 -0.231 -3.264
F 0.901 5.650 -3.594
H -2.465 4.161 -1.175
H -0.861 -3.384 3.610
H -1.382 -7.155 0.325
H -6.389 -1.914 -2.985
H 0.370 -4.347 2.150
H 1.915 -0.113 3.042
C -2.457 1.730 1.309
H -0.642 -2.068 4.772
C -2.030 -0.742 -2.892
H 1.850 -2.483 4.857
H -3.625 -2.871 -3.841
H -1.384 1.560 1.340
Se 0.778 -0.843 -2.377
H -5.068 -2.237 -1.847
H -0.915 5.680 6.285
C -5.212 0.152 -4.340
H -5.901 -0.687 -1.811
H -4.957 1.713 0.262
H -2.970 0.775 1.449
F 1.814 3.701 -3.739
H -0.665 4.446 2.178
N 3.023 1.763 1.371
H -4.780 3.075 -0.860
C 0.717 -1.946 3.086
H 1.037 4.255 6.815
H -2.536 4.410 0.571
O 0.726 2.658 1.342
C -1.189 -6.086 0.458
C 6.306 -0.184 -1.969
O 2.212 3.403 -0.852
O 0.769 5.355 -0.526
C 4.272 1.471 1.329
C 3.742 0.870 -3.951
C -0.638 -2.320 3.708
H -4.580 3.323 0.876
C 1.831 -2.736 3.793
C 0.696 -2.330 1.591
H 0.191 0.177 2.981
H -3.391 -1.726 -5.162
H 2.242 -6.243 0.071
H 1.319 -6.304 1.568
C -0.982 -0.125 -2.220
C -0.312 4.417 3.199
S 1.830 4.750 -1.287
C 0.957 -0.467 3.410
*
```

**Max |F|**: 0.01249 Eh/bohr
**LUMO energy (alpha / beta)**: 3.9 / 3.9 eV
**⟨S²⟩**: 0.763

=====

Record 4
# C44H52F3MnN5O7S2SbTe

A molecular structure, C44H52F3MnN5O7S2SbTe at a distorted geometry (ωB97M-V/def2-TZVPD, the Open Molecules 2025 dataset).

ORCA input file:
```
! wB97M-V def2-TZVPD RIJCOSX def2/J DEFGRID3
* xyz -1 6
H -15.311 19.100 13.844
C -4.978 19.161 17.001
H -2.313 16.067 12.953
H -1.854 21.242 7.523
C -2.671 22.041 9.898
C -3.205 16.544 12.833
H -5.000 20.264 16.730
O -2.964 22.508 14.137
C -3.578 19.780 10.028
H -5.263 23.206 13.463
H -6.284 22.756 16.418
H -8.541 20.867 18.401
O -2.873 20.052 14.329
C -9.645 15.555 14.701
H -11.662 22.387 13.880
C -10.881 19.681 17.158
C -10.848 16.333 12.674
H -3.598 15.081 7.183
N -6.348 20.902 19.193
C -3.351 21.160 11.997
C -7.165 22.698 13.943
Te -6.556 16.640 13.131
H -3.747 18.747 15.432
H -2.168 19.540 7.809
H -2.800 17.555 12.896
H -2.114 16.146 10.501
N -8.065 21.485 17.760
C -10.477 18.752 18.108
H -12.322 21.891 19.373
H -9.452 22.034 12.291
H -7.668 15.366 9.111
C -13.322 19.533 14.422
H -3.545 21.207 17.995
H -2.901 20.379 19.420
C -5.827 22.282 13.319
C -9.465 21.160 11.582
Sb -10.289 19.882 15.105
H -3.384 20.655 7.218
O -7.334 22.684 15.212
H -11.859 21.604 17.065
C -3.848 15.816 9.172
C -4.931 20.922 19.709
H -13.189 18.600 14.897
S -3.526 21.243 13.780
C -5.378 16.376 11.391
H -8.784 18.298 10.796
Mn -6.182 19.302 14.246
F -15.742 21.134 12.190
H -4.951 22.480 17.586
C -12.451 21.683 13.778
O -7.784 19.811 12.926
H -4.804 17.464 15.923
H -9.065 14.807 15.240
F -11.887 20.127 21.146
C -13.667 22.008 13.099
H -9.869 17.925 17.870
C -12.268 20.426 14.419
C -2.948 20.772 9.325
S -7.867 20.403 11.542
C -3.782 20.420 18.787
H -3.829 18.910 9.510
C -2.572 20.518 7.906
C -3.007 15.267 8.065
C -11.948 20.968 18.965
N -5.180 21.129 13.989
C -10.216 15.353 13.450
H -8.317 19.245 9.327
N -5.966 22.481 17.438
C -10.960 17.588 13.274
C -14.508 19.791 13.676
C -11.512 20.816 17.644
C -10.758 18.920 19.460
H -9.688 21.538 10.560
C -6.768 21.620 18.103
C -11.509 20.003 19.866
H -4.744 21.970 19.980
H -2.437 23.017 11.836
C -3.969 16.365 11.532
O -7.158 18.911 16.134
H -2.353 22.822 9.278
H -4.925 20.245 20.586
C -4.080 19.062 18.131
H -13.834 22.977 12.602
H -11.443 15.966 11.826
O -8.016 23.104 13.100
C -5.197 15.725 9.131
H -2.251 16.063 7.793
H -5.985 22.193 12.260
H -11.518 18.343 12.742
C -6.484 18.739 17.205
H -9.202 16.993 16.070
H -8.053 16.414 10.588
C -2.821 22.170 11.241
H -7.041 18.555 10.527
H -4.453 18.344 18.803
C -3.766 19.998 11.410
C -3.196 16.115 10.371
C -8.055 18.985 10.446
H -2.499 14.384 8.461
F -10.003 14.083 12.985
C -10.359 17.887 14.515
C -14.695 21.032 13.110
H -8.339 21.716 16.823
C -7.406 15.662 10.139
H -3.078 18.711 17.824
H -6.875 20.021 19.188
H -3.785 16.474 13.713
N -4.639 18.473 15.777
O -6.967 18.391 18.282
C -5.997 15.966 10.238
H -10.279 20.462 11.724
H -7.640 14.823 10.840
H -10.414 18.178 20.145
H -4.159 19.121 11.990
H -5.627 15.519 8.159
C -9.736 16.824 15.156
*
```

**Max |F|**: 0.06569 Eh/bohr
**LUMO energy (alpha / beta)**: 2.2 / 2.2 eV
**Energy above the lowest of the compared OMol25 structures with the same formula, charge and spin**: 27.3 kcal per mole
**⟨S²⟩**: 8.754

=====

no.,energy (eV)
1,-140517.7571
2,-218645.7686
3,-178593.0281
4,-143231.2989